Here is one molecule with the formula C2H6N2OS in a non-equilibrium geometry from the Open Molecules 2025 dataset. Energies are from the ωB97M-V functional and the def2-TZVPD basis.

Geometry as XYZ:
```
12
Properties=species:S:1:pos:R:3:forces:R:3:nbo_charge:R:1
C -0.2822 -0.3335 1.8202 -0.7 1.1 1.5 -0.66
C -0.3456 0.3779 0.5363 -1.6 0.5 -0.4 0.36
N -1.2325 1.3183 0.4372 1.1 -0.4 0.2 -0.22
O -1.1815 1.7904 -0.8883 -1.0 1.1 -0.4 -0.63
N 0.3359 -0.0482 -0.5676 0.9 -1.0 0.5 -0.76
S 1.2366 -1.4910 -0.6317 -0.4 0.4 0.1 0.20
H 0.7144 -0.4249 2.2414 0.1 0.2 0.0 0.23
H -0.9767 0.2247 2.5218 1.0 -0.6 -0.7 0.25
H -0.6800 -1.3142 1.7186 -0.3 -1.0 -0.2 0.23
H -1.8471 2.5033 -0.8883 0.5 -0.5 0.0 0.49
H 0.1015 0.3911 -1.4277 0.0 0.3 -0.5 0.43
H 2.3972 -1.0027 -0.1782 0.2 0.0 0.0 0.10
```
Positions in Å, forces in eV/Å.

F_max: 0.039 hartree/bohr
M: 106.15 g/mol
frontier orbital gap: 9.4 eV
structure (SMILES): C/C(=N/O)NS
highest occupied orbital energy: -8.597 eV